C4H5NO | ωB97M-V/def2-TZVPD

```
11
Properties=species:S:1:pos:R:3:forces:R:3
C 0.522348 0.792451 0.398358 0.116 0.259 0.025
C -0.265318 0.569431 -0.886868 -0.032 0.009 -0.074
C -0.678140 -0.883304 -0.673752 -0.346 -0.316 -0.429
O -1.292336 -1.683158 -1.311288 0.347 0.450 0.354
C -0.028708 -1.073757 0.712408 0.057 -0.517 0.501
N 0.248161 -1.691949 1.723138 -0.183 0.241 -0.545
H 0.628886 -0.400596 1.517564 0.120 0.199 0.094
H 0.105099 1.553694 1.061994 0.045 -0.132 -0.085
H 1.593494 0.949269 0.251718 -0.150 -0.042 0.017
H 0.320678 0.667197 -1.806027 -0.086 -0.038 0.126
H -1.154163 1.200721 -0.987246 0.113 -0.112 0.017
```
Positions in Å, forces in eV/Å.

As for the multiplicity: 1. Its orbital gap is 8.4 eV. Its energy relative to the best compared isomer or geometry (same formula, charge and spin) is 4.974 eV. Its LUMO energy is -0.342 eV. For the electronic energy, the calculation gives -285.23180 Eh.